C46H79NO9 | wB97M-V/def2-TZVPD

Structure (XYZ):
```
135
Properties=species:S:1:pos:R:3
C -3.739 -6.443 -3.114
C -2.234 -6.157 -3.075
C -1.847 -5.206 -1.926
C -0.666 -4.268 -2.237
N 0.383 -4.408 -1.207
C 1.547 -3.672 -1.406
C 2.756 -4.184 -1.698
C 3.935 -3.301 -1.822
O 4.842 -3.546 -2.591
C 3.898 -2.057 -1.003
C 5.050 -1.439 -0.538
C 4.943 -0.302 0.245
C 3.698 0.252 0.566
C 3.583 1.500 1.403
C 4.244 1.477 2.803
C 4.386 0.064 3.395
C 5.612 2.194 2.797
C 2.554 -0.358 0.065
C 2.654 -1.509 -0.705
C 1.432 -2.177 -1.237
O 0.435 -1.561 -1.530
H -3.988 -7.323 -2.522
H -4.312 -5.616 -2.700
H -4.092 -6.623 -4.130
H -1.889 -5.761 -4.030
H -1.715 -7.103 -2.904
H -1.580 -5.788 -1.042
H -2.715 -4.600 -1.668
H -0.247 -4.480 -3.227
H -1.010 -3.238 -2.233
H 0.605 -5.385 -1.057
H 2.892 -5.247 -1.860
H 6.021 -1.847 -0.780
H 5.834 0.179 0.630
H 4.020 2.319 0.824
H 2.524 1.740 1.509
H 3.587 2.034 3.463
H 3.620 -0.629 3.045
H 4.339 0.108 4.484
H 5.355 -0.373 3.143
H 6.019 2.253 1.786
H 6.339 1.687 3.430
H 5.502 3.222 3.146
H 1.574 0.053 0.274
C 0.796 5.125 5.463
C 0.686 5.472 3.979
C 2.052 5.050 3.465
O 2.459 3.942 4.274
C 1.601 3.831 5.413
H -0.168 5.000 5.955
H 1.346 5.902 5.991
H -0.094 4.876 3.501
H 0.473 6.521 3.786
H 2.786 5.857 3.574
H 2.028 4.736 2.423
H 0.947 2.961 5.278
H 2.212 3.669 6.301
C 0.341 0.013 -5.367
C -0.532 1.048 -6.073
C -1.878 0.335 -6.111
O -1.929 -0.485 -4.944
C -0.632 -0.560 -4.343
H 1.234 0.433 -4.905
H 0.652 -0.760 -6.075
H -0.601 1.958 -5.473
H -0.173 1.319 -7.065
H -1.962 -0.302 -6.999
H -2.726 1.021 -6.097
H -0.633 0.027 -3.420
H -0.421 -1.597 -4.085
C -1.620 9.127 7.951
C -1.729 9.453 6.463
C -0.353 9.038 5.958
O 0.066 7.953 6.787
C -0.793 7.848 7.923
H -2.582 8.994 8.443
H -1.077 9.918 8.472
H -2.504 8.839 5.999
H -1.953 10.498 6.257
H 0.369 9.856 6.052
H -0.362 8.705 4.919
H -1.433 6.966 7.804
H -0.182 7.713 8.816
C -2.945 -3.462 3.224
C -2.666 -2.692 1.934
C -1.424 -3.403 1.413
O -1.529 -4.761 1.850
C -2.573 -4.882 2.815
H -3.975 -3.382 3.571
H -2.287 -3.112 4.022
H -3.496 -2.821 1.234
H -2.508 -1.625 2.082
H -0.511 -2.965 1.834
H -1.341 -3.387 0.330
H -3.425 -5.397 2.355
H -2.214 -5.487 3.649
C 4.471 -3.613 -6.888
C 3.639 -3.965 -5.657
C 2.473 -2.996 -5.794
O 2.278 -2.787 -7.195
C 3.388 -3.321 -7.919
H 5.149 -4.406 -7.200
H 5.062 -2.715 -6.696
H 3.285 -4.997 -5.725
H 4.162 -3.839 -4.710
H 2.706 -2.034 -5.321
H 1.544 -3.374 -5.362
H 3.071 -4.237 -8.431
H 3.696 -2.595 -8.673
C -0.810 4.983 -1.309
C 0.699 5.140 -1.493
C 1.085 5.890 -0.224
O 0.169 5.464 0.787
C -0.910 4.741 0.191
H -1.241 4.173 -1.895
H -1.320 5.910 -1.579
H 1.179 4.159 -1.514
H 0.978 5.675 -2.398
H 0.988 6.973 -0.357
H 2.102 5.674 0.107
H -0.798 3.677 0.427
H -1.849 5.092 0.621
C -7.395 -4.534 0.935
C -7.849 -3.928 -0.391
C -6.635 -4.180 -1.275
O -6.039 -5.389 -0.798
C -6.607 -5.748 0.461
H -8.214 -4.799 1.601
H -6.738 -3.837 1.461
H -8.717 -4.470 -0.775
H -8.109 -2.872 -0.327
H -5.906 -3.367 -1.189
H -6.889 -4.304 -2.328
H -7.261 -6.616 0.322
H -5.802 -6.030 1.142
```

## Properties
SMILES string = CCCCNC1=CC(=O)c2ccc(CC(C)C)cc2C1=O.C1CCOC1.C1CCOC1.C1CCOC1.C1CCOC1.C1CCOC1.C1CCOC1.C1CCOC1
F_max = 0.0094 hartree/bohr
molar mass = 790.1 g mol⁻¹
E_LUMO = -0.590 eV
Kohn-Sham gap = 0.3011 Ha
HOMO level = -8.8 eV
2S+1 = 1

Löwdin population analysis, charges in e, atoms 1 to 99: atom 1 (C): -0.1030, atom 2 (C): -0.2462, atom 3 (C): -0.1802, atom 4 (C): -0.1818, atom 5 (N): 0.0308, atom 6 (C): -0.1869, atom 7 (C): 0.0754, atom 8 (C): -0.3402, atom 9 (O): 0.0843, atom 10 (C): -0.0967, atom 11 (C): 0.0157, atom 12 (C): -0.0074, atom 13 (C): -0.2075, atom 14 (C): -0.1226, atom 15 (C): -0.3858, atom 16 (C): -0.0722, atom 17 (C): -0.0654, atom 18 (C): 0.0463, atom 19 (C): -0.0817, atom 20 (C): -0.2529, atom 21 (O): 0.1128, atom 22 (H): 0.0729, atom 23 (H): 0.0454, atom 24 (H): 0.0680, atom 25 (H): 0.0969, atom 26 (H): 0.1020, atom 27 (H): 0.1086, atom 28 (H): 0.1008, atom 29 (H): 0.1128, atom 30 (H): 0.0987, atom 31 (H): 0.1303, atom 32 (H): 0.1275, atom 33 (H): 0.1227, atom 34 (H): 0.1152, atom 35 (H): 0.1190, atom 36 (H): 0.1106, atom 37 (H): 0.0964, atom 38 (H): 0.0757, atom 39 (H): 0.0772, atom 40 (H): 0.0706, atom 41 (H): 0.0646, atom 42 (H): 0.0708, atom 43 (H): 0.0732, atom 44 (H): 0.1262, atom 45 (C): -0.1689, atom 46 (C): -0.1618, atom 47 (C): -0.1939, atom 48 (O): -0.1620, atom 49 (C): -0.1975, atom 50 (H): 0.1108, atom 51 (H): 0.1034, atom 52 (H): 0.1100, atom 53 (H): 0.1048, atom 54 (H): 0.1221, atom 55 (H): 0.0969, atom 56 (H): 0.1164, atom 57 (H): 0.1163, atom 58 (C): -0.1654, atom 59 (C): -0.1672, atom 60 (C): -0.2096, atom 61 (O): -0.1384, atom 62 (C): -0.2045, atom 63 (H): 0.1136, atom 64 (H): 0.1004, atom 65 (H): 0.1093, atom 66 (H): 0.1104, atom 67 (H): 0.1167, atom 68 (H): 0.1135, atom 69 (H): 0.1112, atom 70 (H): 0.0975, atom 71 (C): -0.1693, atom 72 (C): -0.1681, atom 73 (C): -0.2006, atom 74 (O): -0.1597, atom 75 (C): -0.2049, atom 76 (H): 0.1108, atom 77 (H): 0.1134, atom 78 (H): 0.1139, atom 79 (H): 0.1108, atom 80 (H): 0.1182, atom 81 (H): 0.1093, atom 82 (H): 0.1158, atom 83 (H): 0.1176, atom 84 (C): -0.1681, atom 85 (C): -0.1613, atom 86 (C): -0.2037, atom 87 (O): -0.1421, atom 88 (C): -0.2038, atom 89 (H): 0.1071, atom 90 (H): 0.1122, atom 91 (H): 0.1071, atom 92 (H): 0.1115, atom 93 (H): 0.1206, atom 94 (H): 0.0876, atom 95 (H): 0.1067, atom 96 (H): 0.1161, atom 97 (C): -0.1635, atom 98 (C): -0.1623, atom 99 (C): -0.2154